No. 1
6 unconnected molecules or ions with the total composition C10H30ClO9, computed with ωB97M-V/def2-TZVPD.

Energy above the lowest of the compared OMol25 structures with the same formula, charge and spin: 235.6 kJ/mol
Spin multiplicity: 1
Molar mass: 329.8 g/mol
Total charge: -1
DFT total energy: -41798.214 eV

CARTESIAN COORDINATES (ANGSTROEM)
Cl: 0.043 -0.980 0.441
O: 0.495 -1.553 1.711
O: -0.817 -1.922 -0.236
O: -0.491 0.385 0.432
O: 1.184 -0.873 -0.448
C: 3.517 0.429 -5.722
C: 2.230 -0.319 -5.787
O: 1.217 0.555 -5.330
H: 3.474 1.282 -6.399
H: 4.320 -0.167 -6.155
H: 3.738 0.889 -4.759
H: 2.322 -1.258 -5.242
H: 1.968 -0.513 -6.827
H: 1.327 0.612 -4.378
C: 1.733 -7.745 0.265
C: 2.715 -6.766 -0.439
O: 3.195 -5.865 0.612
H: 0.925 -7.131 0.664
H: 2.266 -8.176 1.112
H: 1.294 -8.592 -0.262
H: 2.441 -6.145 -1.291
H: 3.458 -7.457 -0.839
H: 3.117 -4.969 0.278
C: 1.553 5.259 -2.519
C: 1.955 6.039 -1.283
O: 2.492 5.051 -0.372
H: 0.619 4.729 -2.328
H: 2.259 4.509 -2.876
H: 1.391 5.924 -3.368
H: 1.128 6.643 -0.910
H: 2.766 6.724 -1.529
H: 1.829 4.366 -0.255
C: -3.341 5.955 3.173
C: -3.537 7.240 2.436
O: -3.592 8.380 3.391
H: -3.295 5.056 2.558
H: -4.136 5.657 3.858
H: -2.400 5.915 3.721
H: -4.382 7.224 1.748
H: -2.759 7.399 1.689
H: -4.436 8.365 3.849
C: -3.417 -5.797 4.580
C: -3.506 -4.510 3.774
O: -2.995 -3.403 4.551
H: -4.330 -5.926 5.160
H: -2.544 -5.941 5.217
H: -3.494 -6.650 3.905
H: -4.465 -4.222 3.342
H: -2.788 -4.710 2.979
H: -2.246 -2.997 4.109

=====

No. 2
2 unconnected molecules or ions with the total composition C2H8S2, computed with ωB97M-V/def2-TZVPD.

Energy above the lowest of the compared OMol25 structures with the same formula, charge and spin: 39.2 kJ/mol
Spin multiplicity: 1
Molar mass: 96.2 g/mol
SMILES: CS.CS
DFT total energy: -23873.740 eV

CARTESIAN COORDINATES (ANGSTROEM)
S: 1.642 2.693 1.647
C: 1.640 4.427 2.058
H: 0.383 2.617 1.166
H: 1.409 5.054 1.181
H: 2.647 4.689 2.423
H: 0.909 4.652 2.853
S: -2.098 -6.239 -0.223
C: -0.899 -4.991 -0.834
H: -1.572 -6.267 1.021
H: -1.117 -4.875 -1.909
H: 0.160 -5.276 -0.719
H: -1.058 -4.019 -0.337

=====

Number 1: largest force on an atom 0.06867 Eh/bohr. Number 2: largest force on an atom 0.02208 Eh/bohr.